No. 1
Density functional theory data (the ωB97M-V functional and the def2-TZVPD basis) for a structure of composition C12H17IrN7O7S.

```
! RIJCOSX wB97M-V def2-TZVPD def2/J DEFGRID3
* xyz 1 5
Ir -0.5687 -2.3868 -0.7017
S -1.8716 -4.4574 -0.7050
O -0.1926 -1.3387 3.2415
O -0.6602 -4.4400 -1.6251
O -2.6524 -5.6347 -0.7562
O -1.2086 -0.8477 1.4055
O 0.1834 -0.3745 -1.2262
O -2.5625 -3.1684 -1.0803
O -1.2435 -4.1402 0.6302
N 0.5533 -2.0405 1.2765
N -1.5111 2.5231 -0.5590
N 1.5569 -3.3127 2.9758
N 2.0478 -3.6379 0.7289
N 1.7315 -3.3909 -0.6111
N -0.3277 -1.3929 2.0440
N -0.3752 1.7824 -0.6142
C -3.9458 2.2762 -0.9006
C 2.7428 3.7276 -0.9719
C 1.8012 1.4960 0.3853
C 3.1301 1.8646 0.4939
C 3.6031 2.9746 -0.1890
C -1.5572 3.8926 -0.1404
C 1.4115 3.3705 -1.0871
C -0.6961 0.5184 -1.0632
C -2.0945 0.5111 -1.2759
C -2.5615 1.7584 -0.9341
C 1.3633 -3.0138 1.7012
C 0.9431 2.2477 -0.4122
H -2.4390 4.0457 0.4810
H -4.2538 2.4324 0.1345
H 0.7534 3.9362 -1.7273
H -4.6209 1.5548 -1.3487
H 2.5337 -3.0395 -1.1250
H -4.0317 3.2187 -1.4395
H 4.6438 3.2488 -0.1216
H 3.1106 4.5799 -1.5208
H -1.6164 4.5626 -1.0021
H 1.0018 -2.8149 3.6698
H 2.5820 -4.4695 0.9647
H 1.4253 0.6226 0.8925
H 1.3057 -4.1943 -1.0853
H 2.0861 -4.1233 3.2587
H -2.6572 -0.3429 -1.5972
H 3.8016 1.2796 1.1049
H -0.6649 4.1367 0.4326
*
```

The value obtained for the HOMO-LUMO gap (spin up / spin down) is 8.47 / 6.35 eV. For the largest force on an atom, the calculation gives 2.6 eV/A. As for the HOMO energy (spin up / spin down): -11.8 / -11.9 eV. The value obtained for the total energy is -1879.49865 hartree. As for the energy above the lowest of the compared OMol25 structures with the same formula, charge and spin: 43.3 kJ/mol.



No. 2
Density functional theory data (the ωB97M-V functional and the def2-TZVPD basis) for a cluster of 2 separate species, C12H17N in total.

```
! RIJCOSX wB97M-V def2-TZVPD def2/J DEFGRID3
* xyz 0 1
N -3.1575 -0.0109 -1.3471
C -3.3143 -0.1755 0.0059
C 0.1189 0.8552 -2.7744
C 3.4434 -1.7532 1.3186
C 3.2789 -0.2947 1.7378
C 4.2169 0.1431 2.8515
C -1.1115 0.1353 -0.3802
C -1.9017 -0.2732 2.0965
C -1.8343 0.2103 -1.5912
C -1.2084 0.5041 -2.7986
C 0.2353 0.5063 -0.3743
C -2.1239 -0.1302 0.6656
C 0.8335 0.8767 -1.5688
H 0.6478 1.1925 -3.6568
H 1.9048 1.0336 -1.5431
H -1.3965 -1.2075 2.4086
H 5.2094 0.3397 2.4338
H 2.2430 -0.0664 2.0087
H -4.2880 -0.2248 0.4678
H 4.2180 -0.5586 3.6793
H -1.7271 0.4684 -3.7463
H 0.7934 0.3975 0.5443
H -3.8868 -0.0182 -2.0162
H 3.4646 0.3648 0.8812
H 3.9522 1.1703 3.1286
H 4.2572 -1.7993 0.5919
H 2.5584 -2.1607 0.8341
H 3.6598 -2.3778 2.1854
H -2.8374 -0.3401 2.6637
H -1.2730 0.4206 2.6612
*
```

The value obtained for the HOMO-LUMO gap is 8.75 eV. For the largest force on an atom, the calculation gives 2.7 eV/A. As for the HOMO energy: -7.8 eV. The value obtained for the total energy is -522.19867 hartree. As for the SMILES: Cc1c[nH]c2ccccc12.CCC. As for the energy above the lowest of the compared OMol25 structures with the same formula, charge and spin: 56.7 kJ/mol.



No. 3
Density functional theory data (the ωB97M-V functional and the def2-TZVPD basis) for a cluster of 2 separate species, C12H17N in total.

```
! RIJCOSX wB97M-V def2-TZVPD def2/J DEFGRID3
* xyz 0 1
N 2.0114 0.4138 1.2463
C 0.7779 -1.2082 2.6873
C 1.2167 -0.9909 -2.9839
C 1.6528 1.5164 0.4611
C -1.4704 0.5459 2.0788
C 0.3418 1.7656 0.6637
C 0.8940 -0.0921 1.8529
C -1.6104 -0.5998 2.8411
C -0.5137 -1.4386 3.1506
C -1.1793 -1.4396 -2.4054
C -0.2018 0.7352 1.5377
C 0.0087 -0.5108 -2.1953
C -0.5058 2.7219 -0.1391
H 0.0570 3.1627 -0.9649
H -0.8949 -2.2643 3.7376
H -0.2750 0.5439 -2.2885
H -1.2818 2.1971 -0.7005
H -2.2507 1.2657 1.8877
H -1.2542 -1.7323 -3.4587
H 1.5188 -1.8587 3.1275
H 0.1310 -0.4944 -1.0999
H -1.0538 -2.4161 -1.9215
H -1.0123 3.4235 0.5232
H 1.4275 -2.0290 -2.7426
H -2.1267 -1.0227 -2.0983
H 2.8445 -0.1233 1.1138
H 2.3371 2.0980 -0.1306
H 0.9350 -0.9645 -4.0441
H -2.5798 -0.9079 3.2150
H 2.0565 -0.2966 -2.9512
*
```

The value obtained for the HOMO-LUMO gap is 8.82 eV. For the largest force on an atom, the calculation gives 1.8 eV/A. As for the HOMO energy: -7.9 eV. The value obtained for the total energy is -522.19270 hartree. As for the SMILES: Cc1c[nH]c2ccccc12.CCC. As for the energy above the lowest of the compared OMol25 structures with the same formula, charge and spin: 72.4 kJ/mol.



No. 4
Density functional theory data (the ωB97M-V functional and the def2-TZVPD basis) for a cluster of 2 separate species, C12H17N in total.

```
! RIJCOSX wB97M-V def2-TZVPD def2/J DEFGRID3
* xyz 0 1
N 0.3336 2.5898 -0.1393
C 1.8152 0.7297 -0.3350
C -1.6898 -1.0923 2.1189
C -1.6312 1.3576 -1.1434
C 3.1429 -0.0185 -0.5227
C 0.3052 -0.5775 -1.9463
C 0.6336 0.4394 -1.0173
C -1.1042 -0.7997 -2.2307
C 0.1427 -2.6810 2.4220
C -1.2176 -2.1717 3.0735
C -0.2583 1.4685 -0.7864
C 1.6729 1.9443 0.2888
C -2.1126 0.1613 -1.7476
H 0.0900 -3.5671 1.8347
H -2.1680 2.2650 -1.0075
H 3.4338 -0.2169 0.6261
H 2.2882 2.6781 0.7432
H -1.1005 -1.8519 4.1488
H -1.5298 -1.2990 1.0804
H 0.8688 -2.7305 3.1401
H -3.1695 0.1650 -1.9625
H -1.4145 -0.0335 2.4064
H 3.8788 0.6548 -0.9337
H -1.8122 -3.0358 3.1194
H -2.7157 -0.7493 2.2144
H -0.1657 3.0394 0.6169
H 3.0062 -1.0611 -0.8189
H 0.5581 -1.8551 1.7580
H 0.8856 -1.4356 -2.2966
H -1.4619 -1.6557 -2.7369
*
```

The value obtained for the HOMO-LUMO gap is 8.92 eV. For the largest force on an atom, the calculation gives 5.0 eV/A. As for the HOMO energy: -8.1 eV. The value obtained for the total energy is -522.11130 hartree. As for the SMILES: Cc1c[nH]c2ccccc12.CCC. As for the energy above the lowest of the compared OMol25 structures with the same formula, charge and spin: 286.1 kJ/mol.



No. 5
Density functional theory data (the ωB97M-V functional and the def2-TZVPD basis) for a cluster of 2 separate species, C12H17N in total.

```
! RIJCOSX wB97M-V def2-TZVPD def2/J DEFGRID3
* xyz 0 1
N 0.5979 2.9031 1.5540
C 0.8169 -2.8805 -0.5566
C -1.1523 2.5448 -2.2647
C -1.3680 -0.1919 1.2008
C -1.2045 1.5289 -1.3418
C 0.8702 -4.4401 -0.7121
C -0.5908 3.7873 -1.9272
C -0.0603 4.0376 -0.6219
C 0.1666 1.5938 1.9844
C 0.0540 3.0519 0.2539
C -0.5735 0.9811 1.0055
C 1.2857 -2.6222 0.8837
C -0.6486 1.7984 -0.1063
H -1.7593 0.6407 -1.3591
H -1.3198 2.5170 -3.3592
H 0.5076 1.2751 2.9535
H 1.8108 -4.8448 -0.8779
H 0.2786 5.1181 -0.4244
H -1.7213 -0.9394 0.5370
H -2.3746 -0.1771 1.5703
H -0.2130 -2.4801 -0.9576
H 1.7389 2.9956 1.7345
H 0.0583 -4.8552 -1.3682
H 1.5669 -2.4310 -1.3103
H 0.9827 -3.4112 1.6783
H -0.7039 4.5336 -2.6466
H 2.3255 -2.5900 0.9032
H 0.9682 -1.7311 1.2923
H 0.5902 -4.8998 0.2117
H -0.9289 -0.8128 2.0709
*
```

The value obtained for the HOMO-LUMO gap is 8.62 eV. For the largest force on an atom, the calculation gives 5.3 eV/A. As for the HOMO energy: -7.8 eV. The value obtained for the total energy is -522.09578 hartree. As for the SMILES: Cc1c[nH]c2ccccc12.CCC. As for the energy above the lowest of the compared OMol25 structures with the same formula, charge and spin: 326.9 kJ/mol.



No. 6
Density functional theory data (the ωB97M-V functional and the def2-TZVPD basis) for a cluster of 2 separate species, C12H17N in total.

```
! RIJCOSX wB97M-V def2-TZVPD def2/J DEFGRID3
* xyz 0 1
N 0.4063 0.5179 -1.2973
C 4.2334 0.3247 1.3571
C -2.0024 -1.0951 0.8113
C -0.1022 -2.6171 0.6058
C -0.6920 1.3584 -1.5174
C -3.9951 1.8339 -1.1262
C 4.2294 -0.8650 0.3800
C -0.0091 -0.4637 -0.4070
C -1.6918 1.0380 -0.6650
C -2.7934 1.9839 -0.2074
C -1.3094 -0.1666 0.0296
C 0.6616 -1.5812 0.0721
C -1.3691 -2.2989 1.0992
H 1.7180 -1.6161 -0.1650
H -2.3643 2.9827 -0.1995
H -4.5474 0.9101 -0.9942
H 3.2438 -0.8275 -0.0492
H 4.3757 -1.8180 0.8721
H 4.2300 -0.0828 2.3675
H 1.1028 0.1884 -1.9454
H -0.5605 2.2426 -2.1173
H 5.0350 1.0544 1.5107
H 0.5022 -3.4689 0.8632
H -3.7558 1.7715 -2.1954
H 4.9183 -0.5999 -0.4145
H -3.0884 1.7132 0.8046
H -3.0705 -1.0151 0.9391
H 3.3545 0.9607 1.2391
H -1.9569 -3.0299 1.5814
H -4.7030 2.6650 -1.2318
*
```

The value obtained for the HOMO-LUMO gap is 8.83 eV. For the largest force on an atom, the calculation gives 2.7 eV/A. As for the HOMO energy: -7.9 eV. The value obtained for the total energy is -522.15795 hartree. As for the SMILES: CCc1c[nH]c2ccccc12.CC. As for the energy above the lowest of the compared OMol25 structures with the same formula, charge and spin: 163.6 kJ/mol.



No. 7
Density functional theory data (the ωB97M-V functional and the def2-TZVPD basis) for a cluster of 2 separate species, C12H17N in total.

```
! RIJCOSX wB97M-V def2-TZVPD def2/J DEFGRID3
* xyz 1 2
N -0.9118 -2.8017 -0.2965
C -0.4023 3.6275 0.8405
C -1.2970 2.4327 0.9951
C 0.1262 -1.9839 -0.8091
C -0.1858 -1.4169 1.3444
C 1.0412 0.2202 -0.2274
C -1.0719 -2.4502 0.9765
C 0.6914 -1.9296 -2.0629
C 1.4606 -0.8034 -2.3647
C 0.4738 -1.0164 0.1618
C 0.0534 -0.8614 2.7129
C -0.5149 4.1804 -0.5923
C 1.5216 0.3278 -1.5031
H -0.4310 3.3316 -1.2721
H -1.2019 1.6014 0.2968
H -0.5442 0.0503 2.7886
H -1.6739 -2.9952 -0.9345
H 0.8339 -2.8256 -2.6630
H -1.7582 -2.9166 1.6656
H -1.5655 4.4494 -0.6709
H 1.0134 1.0449 0.4702
H 1.8981 1.2044 -2.0140
H -0.8013 4.3251 1.5824
H -1.2340 1.9512 1.9830
H 1.0854 -0.5548 2.8276
H -0.2542 -1.6312 3.4193
H 0.6095 3.3699 1.1590
H -2.3860 2.5817 0.9749
H 0.1152 5.0472 -0.7649
H 2.0733 -0.6909 -3.2513
*
```

The value obtained for the HOMO-LUMO gap (spin up / spin down) is 9.30 / 6.44 eV. For the largest force on an atom, the calculation gives 2.5 eV/A. As for the HOMO energy (spin up / spin down): -13.1 / -13.4 eV. The value obtained for the total energy is -521.89751 hartree. As for the energy above the lowest of the compared OMol25 structures with the same formula, charge and spin: 118.6 kJ/mol.